Entry 1:
The following is a quantum chemistry calculation of C6H9NO2 as an isolated structure in a non-equilibrium geometry, from OMol25.

```
18
Properties=species:S:1:pos:R:3:lowdin_charge:R:1
C 2.0333 0.0933 -0.3667 -0.19
C 0.0794 -0.8818 -0.1544 -0.36
C -1.2973 -1.4027 -0.0767 -0.12
C -1.9784 -0.0727 -0.0093 -0.29
C 1.0149 0.8367 0.2696 -0.27
C 0.2482 -0.1453 1.0756 -0.10
H 3.0369 0.1457 -0.0034 0.15
H 2.2033 0.3438 -1.3383 0.11
H -0.1659 -0.3250 -1.0718 0.15
H -2.0032 -1.7032 -1.2213 0.22
H -1.6653 -2.0762 0.8519 0.17
H -3.0746 -0.3566 -0.2629 0.15
H 1.3958 1.6213 0.9977 0.17
H 0.9230 -0.6138 1.6625 0.12
H -0.8151 0.2864 1.3590 0.16
N -1.5782 1.1132 -0.1982 0.07
O 1.4917 -1.1353 -0.2362 -0.04
O -0.1653 1.6752 -0.2654 -0.10
```

Output
Highest occupied orbital energy, eV: -9.8415
Charge: 0
Gap between HOMO and LUMO, eV: 10.62



Entry 2:
The following is a quantum chemistry calculation of the molecule C6H9NO2S in a non-equilibrium geometry, from OMol25.

```
19
Properties=species:S:1:pos:R:3:lowdin_charge:R:1
C 0.4049 -0.1200 1.0229 -0.36
C 0.8311 1.6141 -0.6024 -0.08
C 0.1667 -0.1431 2.3430 0.10
C 0.1178 -1.1326 0.0063 -0.32
C 1.1815 2.6165 -1.5429 -0.01
C -0.8218 -2.1131 0.6406 -0.12
N 0.8647 1.1283 0.4820 0.19
O -1.1191 -1.2520 -2.4908 -0.45
O -2.2247 0.0816 -0.7434 -0.44
S -0.9621 -0.2301 -1.4341 0.75
H 0.4594 0.8017 2.9291 0.10
H -0.2658 -1.0674 2.7744 0.08
H 0.8660 -1.4966 -0.6450 0.10
H 0.2502 2.9124 -2.0143 0.11
H 1.9476 2.2555 -2.0606 0.06
H 1.6199 3.5320 -1.1891 0.11
H -1.4952 -2.5937 0.0094 0.06
H -1.4117 -1.7813 1.4237 0.04
H -0.4093 -3.0125 1.0914 0.09
```

Output
Highest occupied orbital energy (alpha / beta), eV: -7.7335 / -7.7320
Charge: 0
Gap between HOMO and LUMO (alpha / beta), eV: 6.88 / 6.87



| no. | energy (hartree) |
| --- | --- |
| 1 | -438.8900 |
| 2 | -837.2817 |